Here is 8 unconnected molecules or ions with the total composition C18H35Br14FINO2 in a non-equilibrium geometry from the Open Molecules 2025 dataset. Energies are from wB97M-V/def2-TZVPD.

The geometry in XYZ format:
```
72
Properties=species:S:1:pos:R:3:forces:R:3:lowdin_charge:R:1
O -1.888 0.455 -1.937 -0.376 0.592 3.411 0.12
C -1.726 0.439 -0.714 1.290 -1.146 -2.172 -0.40
O -0.371 0.342 -0.239 -2.669 -1.087 0.021 0.00
N -2.763 0.513 0.305 0.917 2.645 -1.929 -0.08
F -2.956 -0.666 0.972 0.034 -0.605 0.051 0.00
C -4.021 1.134 -0.174 -1.418 -0.325 0.292 -0.15
C -4.883 0.249 -1.198 0.182 0.267 0.205 -0.31
C -6.287 -0.304 -0.622 0.365 0.757 -1.329 -0.58
I -6.231 -2.513 -0.811 -0.277 1.027 0.383 0.66
H -0.185 -0.624 -0.336 0.334 0.936 0.161 0.08
H -3.761 2.135 -0.647 0.037 -1.413 0.665 0.14
H -4.641 1.370 0.763 0.964 -0.369 -1.352 0.06
H -5.069 0.904 -2.124 0.186 -1.214 1.475 0.04
H -4.251 -0.643 -1.510 -0.786 1.336 0.210 0.06
H -7.104 0.021 -1.355 1.019 -0.575 1.292 0.04
H -6.533 0.025 0.432 0.405 -0.705 -1.305 -0.02
Br 4.673 -0.240 -0.935 -0.083 -0.005 -0.032 0.64
C 3.387 0.769 0.127 0.237 0.123 -0.054 -0.68
C 3.177 0.136 1.480 -0.284 -0.004 0.033 -0.66
Br 2.037 -1.439 1.355 0.221 -0.014 0.074 0.64
H 2.473 0.838 -0.462 0.060 -0.061 0.155 0.04
H 3.823 1.764 0.231 -0.051 -0.087 0.057 0.06
H 2.647 0.819 2.145 0.021 -0.021 -0.106 0.06
H 4.104 -0.180 1.956 -0.074 0.047 -0.149 0.05
Br -6.305 1.238 2.910 -0.190 0.001 0.234 0.68
C -4.996 1.667 4.289 -0.017 0.232 -0.109 -0.69
C -3.674 1.004 4.005 0.146 -0.171 0.157 -0.71
Br -3.727 -0.892 4.454 0.023 0.058 -0.085 0.61
H -5.431 1.372 5.244 0.091 -0.068 -0.138 0.05
H -4.897 2.753 4.260 0.019 -0.209 -0.029 -0.01
H -2.890 1.423 4.635 -0.146 0.025 -0.074 -0.04
H -3.370 1.076 2.961 -0.087 -0.004 0.100 0.03
Br 4.348 1.031 -5.730 0.013 -0.027 0.117 0.60
C 5.680 1.459 -4.372 -0.110 0.175 -0.196 -0.70
C 7.003 0.803 -4.677 0.135 -0.072 0.188 -0.68
Br 6.972 -1.095 -4.235 -0.013 0.065 -0.049 0.63
H 5.262 1.159 -3.412 0.121 -0.036 -0.126 -0.02
H 5.774 2.545 -4.400 0.072 -0.100 -0.012 0.06
H 7.794 1.227 -4.056 -0.109 -0.009 -0.019 0.06
H 7.291 0.881 -5.724 -0.125 0.010 0.117 0.05
Br -1.357 2.027 6.789 0.129 0.075 0.008 0.66
C -1.339 3.966 6.989 0.002 -0.229 0.215 -0.68
C -2.676 4.563 6.629 0.021 0.262 -0.107 -0.67
Br -2.920 4.629 4.695 0.045 0.054 0.075 0.67
H -0.521 4.342 6.376 -0.177 -0.004 0.024 0.05
H -1.110 4.141 8.041 -0.083 0.034 -0.088 0.06
H -2.737 5.600 6.959 0.050 -0.092 -0.018 0.06
H -3.520 4.008 7.037 0.169 -0.001 -0.029 0.06
Br -6.059 0.159 -4.493 -0.027 -0.094 -0.272 0.66
C -4.672 1.307 -5.240 -0.159 0.074 0.220 -0.68
C -5.007 1.724 -6.651 0.207 -0.017 -0.201 -0.70
Br -4.674 0.278 -7.914 -0.100 0.065 0.048 0.60
H -3.733 0.761 -5.164 -0.123 0.065 -0.080 0.06
H -4.637 2.176 -4.581 0.010 -0.027 -0.110 0.06
H -4.358 2.539 -6.974 -0.026 -0.068 0.096 0.06
H -6.047 2.023 -6.776 0.118 -0.076 0.105 0.05
Br 0.620 -1.184 5.247 -0.126 -0.015 0.034 0.58
C 0.407 -3.112 5.434 0.166 0.171 0.155 -0.68
C 0.961 -3.837 4.234 -0.141 -0.241 -0.156 -0.69
Br -0.256 -3.718 2.715 0.027 -0.042 0.080 0.58
H -0.653 -3.304 5.600 0.125 0.019 -0.112 0.05
H 0.964 -3.373 6.334 -0.011 -0.030 -0.118 0.06
H 1.056 -4.904 4.437 -0.032 0.101 0.048 0.06
H 1.924 -3.447 3.905 -0.143 0.046 0.060 0.03
Br 10.810 -4.812 -5.833 -0.013 -0.076 0.088 0.60
C 9.263 -5.628 -4.972 0.023 0.040 -0.280 -0.70
C 8.437 -4.600 -4.241 -0.092 -0.084 0.262 -0.71
Br 9.271 -4.089 -2.555 -0.029 0.055 -0.106 0.59
H 9.640 -6.417 -4.323 -0.075 0.159 -0.014 0.05
H 8.689 -6.075 -5.784 -0.004 0.073 0.093 0.06
H 7.466 -5.013 -3.964 0.094 -0.021 -0.058 0.06
H 8.287 -3.684 -4.811 0.100 -0.146 0.007 0.00
```
Positions in Å, forces in eV/Å.

**Highest occupied orbital energy**: -9.11 eV
**Charge**: 0
**Gap between HOMO and LUMO**: 9.3 eV

Here is a molecular structure, C18H35Br3F8O9P2 in a non-equilibrium geometry from the Open Molecules 2025 dataset. Energies are from wB97M-V/def2-TZVPD.

The geometry in XYZ format:
```
75
Properties=species:S:1:pos:R:3:forces:R:3:lowdin_charge:R:1
C 0.874 -1.773 0.118 -0.925 0.880 -0.569 -0.05
C -0.257 -0.904 0.641 -0.465 -1.486 1.395 -0.24
O -0.450 0.274 -0.138 -0.366 0.338 0.032 -0.20
P -1.866 0.558 -0.770 -0.506 -0.048 0.031 0.39
O -2.405 -0.448 -1.704 0.113 0.391 0.187 -0.21
O -1.590 1.993 -1.406 0.109 -1.330 0.212 -0.25
C -2.468 2.570 -2.358 0.063 2.065 -1.230 -0.27
C -1.635 3.321 -3.416 -0.099 -0.314 0.648 -0.06
O -2.758 0.798 0.525 0.040 -0.226 -0.318 -0.17
C -4.167 1.022 0.362 -0.602 0.569 -0.308 -0.26
C -4.562 2.159 1.276 -0.004 -0.076 0.367 -0.07
H 0.558 -2.096 -0.877 0.232 -0.249 0.021 0.09
H 1.760 -1.151 -0.004 0.009 -0.421 0.268 0.06
H 1.043 -2.608 0.789 -0.237 0.122 -0.374 0.07
H -1.173 -1.508 0.708 -0.054 0.151 -0.582 0.12
H -0.144 -0.652 1.702 0.491 0.562 -0.261 0.11
H -3.122 1.914 -2.929 0.081 -0.584 0.734 0.10
H -3.066 3.332 -1.846 -0.149 -0.291 0.194 0.11
H -2.289 3.962 -4.006 -0.051 -0.168 -0.147 0.09
H -0.892 3.963 -2.942 -0.028 -0.033 0.091 0.07
H -1.122 2.589 -4.035 -0.161 0.360 -0.106 0.05
H -4.445 1.289 -0.662 0.458 -0.015 -0.135 0.11
H -4.734 0.112 0.553 0.249 -0.144 0.318 0.12
H -3.947 3.044 1.118 0.112 -0.067 -0.172 0.04
H -5.598 2.459 1.113 -0.050 -0.174 0.068 0.08
H -4.420 1.857 2.315 -0.133 0.086 0.022 0.08
C -1.190 -4.058 4.218 0.795 1.209 0.328 -0.05
C 0.127 -3.397 4.630 -0.007 -0.660 -0.009 -0.26
O 0.764 -2.954 3.410 1.143 0.160 -0.489 -0.21
P 2.376 -2.897 3.425 -0.028 0.807 1.184 0.43
O 3.050 -4.047 4.038 -0.292 0.355 -0.426 -0.22
O 2.706 -2.519 1.919 0.060 -0.236 1.157 -0.25
C 4.016 -2.036 1.579 0.859 -0.108 -0.573 -0.25
C 4.919 -3.207 1.213 0.360 0.477 0.698 -0.06
O 2.724 -1.552 4.258 0.143 -0.615 -0.166 -0.18
C 2.359 -0.242 3.797 -0.628 -0.532 -0.630 -0.26
C 1.008 0.174 4.338 -0.208 0.272 0.118 -0.07
H -1.605 -4.555 5.092 -0.200 -0.232 -0.218 0.08
H -1.844 -3.249 3.891 -0.290 -0.267 -0.061 0.07
H -0.973 -4.707 3.375 -0.231 -0.344 0.146 0.08
H 0.004 -2.542 5.299 -0.149 0.041 -0.132 0.11
H 0.789 -4.105 5.136 -0.040 -0.018 -0.118 0.11
H 3.858 -1.311 0.779 -0.024 -0.223 -0.162 0.12
H 4.520 -1.486 2.379 -0.493 -0.040 0.316 0.12
H 5.932 -2.871 0.973 -0.206 0.247 -0.388 0.08
H 5.083 -3.748 2.148 -0.347 -0.516 -0.259 0.08
H 4.519 -3.823 0.415 -0.030 -0.122 0.063 0.08
H 3.170 0.431 4.060 -0.046 0.029 0.196 0.12
H 2.290 -0.280 2.705 0.109 0.169 -0.028 0.10
H 0.225 -0.553 4.121 0.227 -0.246 -0.040 0.06
H 1.029 0.333 5.416 0.038 0.070 -0.013 0.09
H 0.667 1.082 3.838 0.177 0.193 0.179 0.03
C 0.929 0.521 -4.576 0.536 0.399 -0.519 -0.05
C 1.575 1.461 -3.551 0.201 -0.948 -0.097 -0.44
C 1.303 0.996 -2.115 -0.190 0.117 0.096 -0.28
F 1.934 -0.196 -1.899 0.335 0.592 -0.547 0.08
F 1.782 1.908 -1.220 -0.138 -0.392 -0.497 0.05
F 2.909 1.465 -3.798 0.176 -0.237 0.038 0.12
F 1.172 2.731 -3.735 -0.277 0.125 0.187 0.13
O -0.462 0.399 -4.326 -0.734 -0.067 -0.609 0.01
C -1.176 -0.104 -5.404 1.048 0.191 0.407 -0.51
C -2.658 -0.043 -5.075 -1.096 0.180 1.587 -0.27
F -3.055 1.264 -4.966 0.247 -0.235 -0.793 0.07
F -3.453 -0.662 -5.968 0.561 0.166 -0.299 0.11
F -0.892 0.598 -6.530 -0.185 -0.378 0.103 0.14
F -0.799 -1.395 -5.603 -0.273 0.307 -0.329 0.15
H 1.413 -0.454 -4.587 0.070 -0.004 0.340 0.15
H 1.109 0.983 -5.550 -0.029 0.033 0.041 0.15
H 0.244 0.802 -1.940 0.605 0.526 -0.350 0.12
H -2.839 -0.460 -4.080 0.281 -0.331 -0.092 0.15
C 0.728 4.448 0.724 -0.428 0.086 0.572 -1.56
Br 1.305 6.105 1.573 -0.244 -0.358 -0.281 0.57
Br -1.207 4.268 0.637 0.343 0.485 0.163 0.65
Br 1.416 2.930 1.706 0.138 0.237 -0.224 0.62
H 1.072 4.477 -0.299 0.235 -0.266 0.040 -0.03
```
Positions in Å, forces in eV/Å.

**Highest occupied orbital energy**: -10.22 eV
**Charge**: 0
**Gap between HOMO and LUMO**: 10.2 eV

Here is a molecular structure, C18H35N3OS2Si3W in a non-equilibrium geometry from the Open Molecules 2025 dataset. Energies are from wB97M-V/def2-TZVPD.

The geometry in XYZ format:
```
63
Properties=species:S:1:pos:R:3:forces:R:3:lowdin_charge:R:1
W -0.277 0.707 0.665 3.427 -0.748 -2.349 1.26
C -0.363 -1.820 5.619 0.220 -0.942 -0.646 -0.34
S 1.121 -1.143 4.841 -0.918 1.086 -1.225 0.94
C 0.343 -0.152 3.595 0.168 -0.523 0.687 -0.91
S 1.364 0.260 2.146 0.442 -0.005 0.596 0.73
N -0.884 0.280 3.640 0.338 -0.642 0.064 0.00
N -1.103 0.994 2.503 -3.049 2.567 0.751 -0.27
C -1.972 2.031 2.474 2.133 -3.174 1.131 0.03
C -1.596 3.052 1.566 -0.737 2.213 -2.847 -0.24
C -2.292 4.262 1.491 -0.603 -0.232 0.244 0.05
C -1.950 5.222 0.540 1.179 -0.978 -0.895 0.05
C -0.887 4.912 -0.346 -1.369 1.219 0.445 0.02
C -0.321 3.663 -0.354 0.592 -0.028 1.197 -0.08
N -0.635 2.780 0.609 -0.840 -0.292 0.794 -0.07
H 0.042 -2.364 6.468 -0.145 -0.239 0.033 0.05
H -0.851 -2.508 4.884 0.334 0.565 0.787 0.07
H -1.031 -1.065 5.978 -0.290 0.477 0.047 0.04
H -2.799 2.095 3.156 -0.020 0.321 0.585 0.15
H -3.177 4.410 2.115 0.436 0.018 0.033 0.14
H -2.512 6.137 0.392 0.125 -0.023 0.324 0.14
H -0.575 5.669 -1.047 0.089 -0.091 -0.240 0.13
H 0.487 3.414 -1.035 -0.179 -0.265 -0.028 0.14
C 3.715 1.494 -0.725 -1.327 0.625 -0.442 -0.07
O 2.669 1.213 -1.714 -0.757 -0.101 0.439 -0.30
Si 1.717 -0.090 -2.142 0.800 -1.025 -1.170 0.50
C 3.048 -1.500 -2.441 0.319 0.360 -0.455 -0.15
C 0.720 0.189 -3.781 0.703 0.033 -0.063 -0.15
C 0.208 -0.595 -0.893 -0.557 1.075 2.367 -0.61
Si -1.617 -0.335 -1.472 -0.799 -0.746 -2.631 0.38
C -2.124 -1.751 -2.648 0.751 -0.585 -0.775 -0.17
C -1.750 1.438 -2.247 0.041 -0.235 -0.225 -0.18
C -2.971 -0.492 -0.127 -0.097 -0.158 0.844 -0.19
Si 0.736 -2.170 0.108 2.422 -1.679 -0.933 0.40
C 2.658 -1.881 0.511 -1.003 -0.792 -1.419 -0.23
C -0.027 -2.944 1.634 -0.860 0.229 0.353 -0.19
C 0.728 -3.736 -0.988 -0.727 -0.877 0.404 -0.19
H 4.677 1.578 -1.245 -0.276 -0.236 0.288 0.10
H 3.689 0.748 0.070 0.450 0.095 -0.202 0.04
H 3.449 2.477 -0.267 0.369 -0.659 -0.375 0.09
H 3.617 -1.329 -3.398 -0.633 0.595 0.788 0.07
H 2.742 -2.539 -2.615 -0.347 0.282 0.501 0.03
H 3.805 -1.489 -1.627 -0.516 0.055 -0.784 0.03
H 0.787 1.231 -4.148 0.208 -0.487 0.062 0.05
H -0.351 -0.024 -3.718 0.319 -0.092 0.107 -0.02
H 1.120 -0.503 -4.569 -0.125 0.703 0.710 0.07
H -1.306 -2.162 -3.348 -1.117 0.723 1.243 0.07
H -2.966 -1.445 -3.317 0.480 -0.164 0.681 0.06
H -2.463 -2.588 -1.988 0.195 0.537 -0.616 0.05
H -0.789 1.899 -2.578 -0.794 -0.486 0.157 0.03
H -2.213 2.107 -1.529 -0.193 0.238 0.133 0.00
H -2.464 1.402 -3.112 0.699 -0.050 0.611 0.08
H -3.858 -1.056 -0.507 0.941 0.046 -0.040 0.07
H -3.463 0.397 0.277 0.409 0.296 -0.011 0.03
H -2.552 -1.050 0.737 -0.545 -0.006 -0.274 0.02
H 3.195 -2.577 -0.188 -0.462 0.537 1.030 0.05
H 2.834 -2.159 1.533 0.277 -0.177 0.509 0.02
H 3.045 -0.875 0.327 -0.124 -0.340 0.150 -0.04
H 0.494 -2.597 2.537 -0.296 -0.229 -0.132 -0.02
H 0.149 -4.047 1.502 -0.267 1.070 0.214 0.07
H -1.125 -2.751 1.733 0.763 -0.371 0.106 0.04
H 1.412 -4.535 -0.533 -0.624 1.279 -0.655 0.08
H 0.975 -3.550 -2.034 0.114 -0.225 0.095 0.01
H -0.284 -4.241 -0.970 0.853 0.657 -0.077 0.05
```
Positions in Å, forces in eV/Å.

**Highest occupied orbital energy (alpha / beta)**: -14.51 / -14.84 eV
**Charge**: +2
**2S+1**: 3
**Gap between HOMO and LUMO (alpha / beta)**: 5.4 / 5.9 eV